1.
Molecular formula: C9H18N7OTi
Method: DFT, wB97M-V/def2-TZVPD

Geometry as ORCA input:
```
! wB97M-V def2-TZVPD RIJCOSX def2/J DEFGRID3
* xyz 2 2
Ti 0.680 -0.715 0.260
N -1.356 -1.078 -0.549
C -2.030 0.231 -0.357
C -1.186 1.285 -1.060
N 0.270 1.142 -0.716
C 1.121 1.140 -1.948
C 1.017 -0.188 -2.682
N 1.401 -1.294 -1.749
C 0.709 2.222 0.223
C 0.044 2.033 1.573
N 0.305 0.635 2.032
H -1.454 -1.351 -1.525
H -1.860 -1.798 -0.036
H -2.091 0.415 0.716
H -3.049 0.243 -0.745
H -1.532 2.288 -0.810
H -1.296 1.178 -2.139
H 2.158 1.301 -1.640
H 0.850 1.965 -2.610
H 1.655 -0.171 -3.565
H 0.000 -0.368 -3.031
H 2.416 -1.392 -1.776
H 1.059 -2.188 -2.097
H 0.479 3.207 -0.189
H 1.794 2.157 0.332
H -1.032 2.181 1.505
H 0.421 2.769 2.282
H -0.405 0.356 2.706
H 1.169 0.630 2.571
N 0.459 -2.241 1.317
C -0.347 -2.769 2.063
N -1.087 -3.340 2.816
C -2.334 -3.278 3.260
N -3.416 -3.215 3.643
O 3.711 -1.254 1.103
C 2.759 -0.739 0.823
*
```

Gap between HOMO and LUMO (alpha / beta), eV: 7.884 / 8.147
LUMO level (alpha / beta), hartree: -0.305 / -0.296

---

2.
Molecular formula: C9H18O2P
Method: DFT, wB97M-V/def2-TZVPD

Geometry as ORCA input:
```
! wB97M-V def2-TZVPD RIJCOSX def2/J DEFGRID3
* xyz 1 1
C 1.910 -0.726 2.901
C 1.150 -1.817 2.855
C 0.914 -2.544 1.583
O 1.814 -2.813 0.807
O -0.383 -2.918 1.394
C -0.909 -2.620 0.104
C -0.674 -1.199 -0.365
C -1.191 -0.127 0.598
C -1.651 1.167 -0.058
C -0.548 2.065 -0.608
C 0.189 1.477 -1.825
P 1.040 2.708 -2.842
H 2.303 -0.283 1.999
H 2.196 -0.256 3.824
H 0.727 -2.189 3.774
H -0.510 -3.298 -0.645
H -1.977 -2.780 0.154
H -1.233 -1.092 -1.294
H 0.370 -1.040 -0.621
H -0.497 0.085 1.401
H -2.067 -0.552 1.085
H -2.386 0.988 -0.839
H -2.155 1.751 0.706
H -1.018 3.004 -0.899
H 0.176 2.331 0.156
H -0.464 0.880 -2.450
H 0.952 0.793 -1.470
H 2.418 2.547 -2.694
H 0.805 2.432 -4.190
H 0.701 4.027 -2.541
*
```

Gap between HOMO and LUMO, eV: 8.920
LUMO level, hartree: -0.133

---

3.
Molecular formula: C9H19B
Method: DFT, wB97M-V/def2-TZVPD

Geometry as ORCA input:
```
! wB97M-V def2-TZVPD RIJCOSX def2/J DEFGRID3
* xyz 0 3
B 0.116 -0.035 0.058
C -0.491 0.929 -0.955
C -0.559 0.531 -2.236
C -1.399 1.197 -3.315
C 1.938 -1.329 -1.411
C 2.396 -0.169 0.663
C -1.357 1.175 2.217
C -1.503 -1.494 1.973
C 1.367 -1.060 -0.074
C -0.680 -0.214 2.082
H -1.140 1.676 -0.590
H 0.142 -0.257 -2.547
H -1.881 1.975 -2.719
H -2.071 0.448 -3.769
H -0.680 1.535 -4.110
H 2.246 -0.414 -1.871
H 1.311 -1.869 -2.175
H 2.887 -1.926 -1.359
H 2.171 0.858 0.387
H 2.318 -0.265 1.728
H 3.469 -0.320 0.382
H -2.015 1.273 2.995
H -1.919 1.301 1.326
H -0.594 2.026 2.343
H -2.415 -1.170 1.304
H -1.005 -2.217 1.424
H -1.815 -1.806 2.968
H 1.342 -1.968 0.476
H 0.218 -0.223 2.507
*
```

Gap between HOMO and LUMO (alpha / beta), eV: 5.439 / 6.931
LUMO level (alpha / beta), hartree: 0.026 / -0.074

---

4.
Molecular formula: C9H19CdNO2PS
Method: DFT, wB97M-V/def2-TZVPD

Geometry as ORCA input:
```
! wB97M-V def2-TZVPD RIJCOSX def2/J DEFGRID3
* xyz 2 2
C 2.590 -0.708 1.344
C 1.462 -0.310 0.336
C 2.151 -0.073 -1.011
C 0.817 0.937 0.926
C -0.530 1.381 0.279
S -1.757 1.931 1.521
P -0.267 2.887 -0.745
O 0.927 2.825 -1.591
C -1.088 0.252 -0.621
C -0.923 -1.177 -0.081
C -1.786 -1.458 1.183
C -1.421 -2.159 -1.142
N 0.511 -1.463 0.277
O 0.972 -2.484 -0.139
H 2.153 -1.191 2.213
H 3.244 -1.414 0.849
H 3.128 0.182 1.633
H 2.387 -0.998 -1.527
H 1.601 0.588 -1.669
H 3.092 0.410 -0.778
H 0.572 0.704 1.958
H 1.555 1.728 0.959
H -1.538 1.080 2.529
H -1.473 3.064 -1.609
H -0.265 3.998 0.116
H -2.161 0.406 -0.701
H -0.686 0.287 -1.636
H -2.787 -1.097 1.000
H -1.347 -0.983 2.053
H -1.759 -2.523 1.378
H -1.483 -3.163 -0.748
H -2.429 -1.837 -1.378
H -0.827 -2.111 -2.050
Cd -2.637 2.490 -3.130
*
```

Gap between HOMO and LUMO (alpha / beta), eV: 6.815 / 5.513
LUMO level (alpha / beta), hartree: -0.347 / -0.396

---

5.
Molecular formula: C9H19ClILuNO3P
Method: DFT, wB97M-V/def2-TZVPD

Geometry as ORCA input:
```
! wB97M-V def2-TZVPD RIJCOSX def2/J DEFGRID3
* xyz 2 1
C -3.117 1.733 -4.184
C -2.551 0.548 -3.639
H -4.015 1.517 -4.795
H -2.333 2.216 -4.799
H -3.353 2.401 -3.329
O -2.498 -0.596 -3.364
I -3.267 2.501 0.957
Lu -1.081 1.054 0.025
P 0.869 -0.937 -1.188
C 0.986 -2.762 -1.137
C 0.499 -0.750 -2.971
H 2.839 0.488 -1.150
H 3.072 -0.941 -2.203
H 3.182 -1.116 -0.427
C 2.672 -0.591 -1.242
H 0.419 0.315 -3.217
H 1.338 -1.188 -3.530
H 1.854 -3.103 -1.724
H 0.078 -3.235 -1.527
H -0.434 -1.249 -3.227
H 1.130 -3.083 -0.100
C -1.858 -1.228 -0.424
O -2.267 -2.301 -0.422
Cl 0.376 2.566 -1.171
C 1.839 0.775 3.431
N 0.487 0.689 3.984
C 0.307 0.561 5.425
C -0.542 0.588 3.177
O -0.388 0.669 1.904
H 2.528 0.842 4.278
H 1.934 1.673 2.809
H 2.063 -0.115 2.827
H -0.543 1.179 5.736
H 0.095 -0.479 5.702
H 1.225 0.905 5.909
H -1.543 0.456 3.608
*
```

Gap between HOMO and LUMO, eV: 5.175
LUMO level, hartree: -0.351

---

6.
Molecular formula: C9H19F3HgN2O8S
Method: DFT, wB97M-V/def2-TZVPD

Geometry as ORCA input:
```
! wB97M-V def2-TZVPD RIJCOSX def2/J DEFGRID3
* xyz -2 1
Hg -0.095 0.587 0.267
O -1.306 3.639 2.445
H -1.365 3.935 3.374
O -0.697 2.180 -3.392
C -0.350 1.542 -4.593
C 0.302 0.030 -4.613
O 0.958 -0.436 -3.363
H 0.362 2.189 -5.106
H -1.188 1.628 -5.284
H 1.061 -0.040 -5.393
H -0.458 -0.695 -4.904
C -0.458 -5.048 4.569
F -1.351 -4.429 5.375
F -0.052 -6.115 5.254
F -0.968 -5.479 3.450
S 1.088 -3.911 4.282
O 1.662 -3.526 5.566
O 2.036 -4.679 3.449
O 0.520 -2.737 3.592
C 5.445 3.570 1.462
O 4.458 2.823 1.554
N 5.598 4.784 2.039
C 6.790 5.669 1.753
C 4.551 5.394 2.851
H 6.399 3.225 1.033
H 7.346 5.373 0.863
H 7.415 5.729 2.644
H 6.361 6.637 1.494
H 4.900 5.562 3.870
H 4.259 6.362 2.443
H 3.639 4.798 2.833
C -5.232 -2.006 -1.686
O -4.392 -1.870 -0.749
N -5.502 -3.120 -2.435
C -6.342 -2.968 -3.647
C -5.058 -4.427 -1.944
H -5.769 -1.142 -2.108
H -6.359 -1.931 -3.980
H -7.380 -3.232 -3.444
H -5.863 -3.550 -4.435
H -4.684 -4.227 -0.940
H -5.882 -5.129 -1.818
H -4.399 -4.962 -2.627
*
```

Gap between HOMO and LUMO, eV: 2.393
LUMO level, hartree: 0.035

---

7.
Molecular formula: C9H19F5N2O6SSi
Method: DFT, wB97M-V/def2-TZVPD

Geometry as ORCA input:
```
! wB97M-V def2-TZVPD RIJCOSX def2/J DEFGRID3
* xyz 0 1
C 1.262 4.096 0.247
O 0.248 3.139 0.736
C 0.893 2.116 1.622
Si -0.072 0.451 1.574
C -0.586 0.030 3.413
O 0.757 -0.870 0.765
C 2.163 -0.993 1.180
C 3.047 -1.046 -0.239
C 4.510 -0.286 -0.088
O 3.239 -2.443 -0.717
S -1.872 0.843 0.367
O -2.634 2.113 0.911
O -2.785 -0.439 0.481
C -1.362 0.997 -1.434
F -1.620 -0.354 -2.060
F 0.111 1.274 -1.619
C -2.277 2.128 -2.257
F -1.878 3.469 -1.734
F -3.694 1.774 -2.006
F -1.943 2.007 -3.725
H 2.003 4.425 1.113
H 0.722 5.047 -0.211
H 1.820 3.553 -0.650
H 2.046 2.035 1.443
H 0.760 2.550 2.725
H -1.758 -0.014 3.495
H -0.091 -1.009 3.665
H -0.131 0.828 4.143
H 2.537 -0.168 1.921
H 2.316 -2.070 1.668
H 2.368 -0.521 -1.041
H 5.325 -0.991 0.409
H 4.332 0.639 0.626
H 4.834 0.074 -1.173
H 2.344 -2.922 -0.772
C -2.979 -3.801 -1.113
O -2.653 -4.080 0.030
N -2.986 -4.706 -2.108
N -3.360 -2.564 -1.480
H -3.251 -4.495 -3.056
H -2.706 -5.649 -1.875
H -3.369 -1.853 -0.760
H -3.632 -2.315 -2.416
*
```

Gap between HOMO and LUMO, eV: 9.126
LUMO level, hartree: -0.010

---

8.
Molecular formula: C9H19N2O4
Method: DFT, wB97M-V/def2-TZVPD

Geometry as ORCA input:
```
! wB97M-V def2-TZVPD RIJCOSX def2/J DEFGRID3
* xyz 1 1
C -0.121 -1.388 -0.270
C -1.432 -0.910 -0.196
C 1.174 -0.594 0.006
C -1.964 0.457 -0.144
C 1.134 0.896 0.033
C 0.169 -2.751 -0.738
C 1.902 -1.169 1.218
C -3.744 1.838 0.435
C 3.501 0.936 -0.378
N -2.538 -1.731 -0.045
N 0.108 1.357 1.003
O -1.635 1.468 -0.943
O 0.887 1.409 -1.264
O -3.057 0.614 0.571
O 2.350 1.440 0.435
H 1.745 -0.704 -0.827
H 0.301 -3.368 0.092
H 1.145 -2.862 -1.275
H -0.668 -3.302 -1.123
H 2.117 -2.230 1.219
H 1.144 -1.128 2.010
H 2.661 -0.465 1.370
H -3.473 2.527 1.362
H -4.753 1.431 0.460
H -3.529 2.300 -0.500
H 3.800 -0.048 -0.126
H 4.387 1.568 0.071
H 3.223 1.193 -1.472
H -2.285 -2.635 -0.447
H -3.454 -1.386 -0.352
H 0.096 2.332 0.812
H 0.235 1.120 1.966
H -0.748 1.583 -1.424
H 1.321 2.204 -1.539
*
```

Gap between HOMO and LUMO, eV: 7.966
LUMO level, hartree: -0.140